[1]
DFT (wB97M-V/def2-TZVPD) results for 11 unconnected molecules or ions with the total composition C33H44O33 in a non-equilibrium geometry.

```
110
Properties=species:S:1:pos:R:3
C -2.427 -2.375 3.796
C -3.123 -2.755 2.543
O -3.531 -1.442 1.939
C -3.506 -0.553 2.935
O -3.903 0.566 2.841
O -2.955 -1.059 4.024
H -1.378 -2.243 3.573
H -2.601 -3.050 4.627
H -4.100 -3.180 2.640
H -2.618 -3.386 1.842
C 0.550 -4.176 1.324
C 1.874 -3.902 0.633
O 1.509 -2.954 -0.384
C 0.378 -2.361 -0.055
O -0.139 -1.490 -0.686
O -0.153 -2.948 1.065
H 0.639 -4.252 2.436
H -0.121 -4.968 0.890
H 2.297 -4.836 0.255
H 2.605 -3.339 1.219
C -5.868 0.725 0.057
C -5.838 1.924 0.983
O -4.988 2.889 0.282
C -4.777 2.426 -0.994
O -4.117 3.032 -1.768
O -5.428 1.310 -1.276
H -6.879 0.336 -0.086
H -5.139 0.005 0.357
H -5.525 1.682 2.004
H -6.813 2.463 0.981
C -3.943 -1.648 -3.415
C -3.117 -1.869 -2.147
O -2.761 -3.270 -2.291
C -3.338 -3.803 -3.381
O -3.145 -4.891 -3.724
O -4.182 -2.895 -3.944
H -3.390 -1.085 -4.110
H -4.918 -1.188 -3.127
H -3.597 -1.710 -1.155
H -2.177 -1.356 -2.122
C 3.876 -1.513 5.797
C 3.343 -0.236 5.192
O 2.046 -0.608 4.613
C 2.075 -1.938 4.396
O 1.374 -2.464 3.591
O 3.019 -2.575 5.151
H 3.682 -1.666 6.861
H 4.912 -1.734 5.651
H 3.907 0.055 4.358
H 3.200 0.522 5.955
C 5.284 -2.723 -0.842
C 5.616 -1.338 -0.846
O 5.549 -0.990 0.542
C 4.855 -1.891 1.222
O 4.446 -1.776 2.321
O 4.525 -2.873 0.386
H 6.035 -3.490 -0.841
H 4.643 -2.995 -1.663
H 4.950 -0.635 -1.336
H 6.641 -1.160 -1.113
C -1.554 2.401 -3.929
C -1.671 3.300 -5.145
O -0.534 2.885 -5.942
C 0.000 1.760 -5.513
O 0.881 1.210 -6.040
O -0.650 1.372 -4.336
H -2.484 1.974 -3.651
H -1.121 2.924 -3.098
H -1.444 4.340 -4.871
H -2.591 3.229 -5.733
C 2.483 -1.054 -4.101
C 1.272 -1.646 -4.581
O 1.444 -3.130 -4.288
C 2.382 -3.236 -3.344
O 2.815 -4.261 -2.883
O 2.869 -2.060 -3.002
H 2.403 -0.095 -3.616
H 3.342 -1.060 -4.808
H 1.071 -1.628 -5.658
H 0.364 -1.421 -3.966
C 3.225 1.536 1.567
C 2.211 2.153 2.473
O 2.988 2.533 3.637
C 4.317 2.610 3.273
O 5.155 3.015 4.008
O 4.479 2.194 1.963
H 3.028 1.827 0.550
H 3.330 0.462 1.792
H 1.370 1.562 2.816
H 1.802 3.108 2.115
C -1.943 1.069 0.414
C -0.818 0.989 1.393
O 0.330 1.068 0.507
C -0.076 1.502 -0.714
O 0.693 1.891 -1.564
O -1.384 1.561 -0.850
H -2.773 1.720 0.653
H -2.257 0.042 0.243
H -0.774 0.077 1.884
H -0.729 1.762 2.144
C -0.775 5.098 -0.678
C -0.307 6.468 -0.126
O -0.125 6.207 1.285
C -0.309 4.922 1.614
O -0.267 4.457 2.703
O -0.581 4.230 0.482
H -0.115 4.624 -1.453
H -1.875 5.107 -0.895
H -1.065 7.256 -0.171
H 0.633 6.803 -0.538
```

Results
HOMO-LUMO gap = 10.78 eV
Relative energy (zero: lowest compared OMol25 entry of this formula, charge and spin) = 0.339 eV
HOMO energy = -10.50 eV
Net charge = 0
LUMO energy = 0.278 eV
Molar mass = 968.7 g mol⁻¹
Electronic energy = -3766.8837 hartree

---

[2]
DFT (wB97M-V/def2-TZVPD) results for a molecular structure, C16H15F3N3O4PdSSeTe.

```
45
Properties=species:S:1:pos:R:3
Pd -0.929 0.057 0.772
C 0.520 2.338 -1.394
N 1.159 1.043 -1.575
C 1.248 0.371 -2.776
C 1.646 -0.888 -2.512
N 1.796 -0.967 -1.145
C 1.456 0.203 -0.566
S 1.357 0.523 1.134
H 0.726 2.947 -2.273
H 0.918 2.810 -0.501
H -0.556 2.177 -1.297
H 0.967 0.840 -3.701
H 1.791 -1.731 -3.159
H 1.926 -1.805 -0.607
O -3.915 -0.934 -2.187
Se -2.583 -0.227 -1.615
O -1.210 -1.082 -1.917
O -2.770 -0.401 0.076
O -2.391 1.334 -2.020
Te -2.228 2.095 1.668
C -0.844 3.705 1.502
C -1.102 4.700 0.558
C -0.223 5.762 0.380
C 0.939 5.840 1.135
C 1.202 4.856 2.081
C 0.311 3.809 2.272
H -1.988 4.620 -0.061
H -0.444 6.520 -0.363
H 1.630 6.661 0.993
H 2.103 4.909 2.680
H 0.519 3.052 3.019
F 1.633 -6.584 0.187
C 0.367 -6.421 0.629
F 0.293 -7.057 1.819
F -0.437 -7.079 -0.220
C 0.013 -4.966 0.759
C -1.068 -4.421 0.097
C -1.331 -3.065 0.259
N -0.581 -2.281 1.028
C 0.458 -2.817 1.670
C 0.795 -4.153 1.571
H -1.695 -5.022 -0.545
H -2.162 -2.585 -0.239
H 1.041 -2.134 2.276
H 1.644 -4.551 2.111
```

Results
HOMO-LUMO gap = 6.37 eV
Relative energy (zero: lowest compared OMol25 entry of this formula, charge and spin) = 1.399 eV
HOMO energy = -4.19 eV
Net charge = -1
LUMO energy = 2.183 eV
Molar mass = 715.4 g mol⁻¹
Electronic energy = -4579.0928 hartree

---

[3]
DFT (wB97M-V/def2-TZVPD) results for a molecular structure, C28H42BeBrN3P2 in a non-equilibrium geometry.

```
77
Properties=species:S:1:pos:R:3
C 2.913 4.697 -0.714
C 1.816 4.147 -1.423
C 1.960 3.994 -2.826
C 3.118 4.516 -3.458
N 4.170 4.988 -2.760
C 4.023 5.193 -1.439
C 0.639 3.730 -0.707
C -0.332 3.306 -0.063
C -1.400 2.662 0.718
C -1.042 1.492 1.371
C -2.111 0.611 1.658
C -3.300 1.290 2.175
C -3.755 2.352 1.381
C -2.765 3.074 0.690
Be -2.568 0.311 3.406
P 1.401 -0.442 0.493
H 1.305 3.329 -3.408
H 3.001 4.575 0.377
H 3.214 4.470 -4.550
H 4.837 5.694 -0.901
H -2.957 4.062 0.256
H -0.197 0.905 1.052
H -4.769 2.732 1.244
H -1.998 -0.539 1.591
C 2.105 -2.053 0.785
C 3.227 -2.428 -0.147
H 1.270 -2.765 0.718
H 2.426 -2.065 1.830
H 3.513 -3.455 0.064
H 2.936 -2.394 -1.193
H 4.114 -1.811 -0.013
C 1.413 0.048 -1.264
C 2.783 0.546 -1.723
H 0.630 0.826 -1.410
H 1.116 -0.853 -1.830
H 2.697 0.808 -2.786
H 3.057 1.468 -1.188
H 3.577 -0.216 -1.603
C 2.284 0.877 1.423
C 3.769 0.565 1.584
H 1.786 0.954 2.415
H 2.122 1.831 0.885
H 4.182 1.348 2.233
H 3.919 -0.406 2.084
H 4.306 0.588 0.617
Br -4.783 -0.074 3.103
P -1.811 -2.009 -0.968
C -0.829 -2.951 -2.253
C -1.473 -4.240 -2.730
H 0.142 -3.189 -1.778
H -0.603 -2.263 -3.081
H -0.759 -4.761 -3.387
H -1.741 -4.878 -1.877
H -2.398 -4.035 -3.283
C -3.046 -3.102 -0.208
C -4.401 -3.268 -0.869
H -3.202 -2.662 0.793
H -2.576 -4.081 -0.051
H -5.000 -3.961 -0.270
H -4.946 -2.325 -0.911
H -4.343 -3.656 -1.888
C -2.755 -0.681 -1.733
C -3.266 -0.977 -3.115
H -2.112 0.209 -1.734
H -3.580 -0.474 -1.048
H -3.787 -0.102 -3.503
H -2.453 -1.219 -3.792
H -3.961 -1.812 -3.153
N -0.468 -1.535 4.018
C 0.511 -1.555 4.968
C 0.705 -0.243 5.384
C -0.168 0.537 4.623
N -1.089 -0.279 4.016
H -0.616 -2.274 3.313
H 1.120 -2.427 5.221
H 1.454 0.117 6.113
H -0.197 1.608 4.438
```

Results
HOMO-LUMO gap (spin up / spin down) = 3.74 / 3.74 eV
Relative energy (zero: lowest compared OMol25 entry of this formula, charge and spin) = 4.257 eV
HOMO energy (spin up / spin down) = -12.00 / -12.00 eV
Net charge = +2
LUMO energy (spin up / spin down) = -8.254 / -8.255 eV
Molar mass = 571.5 g mol⁻¹
Electronic energy = -4527.0672 hartree

---

[4]
DFT (wB97M-V/def2-TZVPD) results for a molecular structure, C17H24CsF5N3OTa in a non-equilibrium geometry.

```
52
Properties=species:S:1:pos:R:3
N -1.081 -1.368 -1.124
C -2.070 -1.678 -1.893
O -2.973 -2.019 -2.557
Cs 1.938 -3.263 0.642
Ta 0.208 -0.242 -0.172
N 1.633 0.192 -1.454
N 0.678 -1.418 1.353
C 1.177 0.713 -2.796
C -0.267 -2.002 2.409
C 1.042 -0.486 -3.730
C 2.204 1.695 -3.360
C -0.160 1.422 -2.650
C 0.582 -2.698 3.494
C -1.099 -0.880 3.022
C -1.189 -3.005 1.710
H 2.002 -1.006 -3.833
H 0.722 -0.138 -4.724
H 0.295 -1.197 -3.354
H 2.422 2.488 -2.636
H 1.784 2.163 -4.262
H 3.132 1.197 -3.659
H -0.944 0.767 -2.226
H -0.501 1.710 -3.655
H -0.058 2.338 -2.053
H 0.822 -3.746 3.241
H -0.010 -2.747 4.418
H 1.505 -2.146 3.729
H -0.465 -0.124 3.498
H -1.759 -1.307 3.793
H -1.734 -0.385 2.278
H -1.552 -2.646 0.734
H -2.067 -3.170 2.356
H -0.712 -3.996 1.578
C 1.680 -0.415 1.840
H 1.746 0.475 1.136
H 1.399 -0.020 2.832
H 2.697 -0.855 1.919
C 3.041 -0.276 -1.397
H 3.679 0.431 -1.946
H 3.418 -0.301 -0.361
H 3.171 -1.280 -1.848
F -2.903 0.552 0.082
C -2.179 1.545 0.705
C -0.763 1.509 0.617
C -0.086 2.552 1.297
F 1.278 2.646 1.170
C -0.749 3.496 2.073
F -0.055 4.411 2.779
C -2.145 3.481 2.126
F -2.798 4.400 2.858
C -2.868 2.523 1.414
F -4.216 2.543 1.422
```

Results
HOMO-LUMO gap = 7.51 eV
Relative energy (zero: lowest compared OMol25 entry of this formula, charge and spin) = 0.000 eV
HOMO energy = -15.36 eV
Net charge = +2
LUMO energy = -7.843 eV
Molar mass = 695.2 g mol⁻¹
Electronic energy = -1477.5844 hartree